[1]
70
Properties=species:S:1:pos:R:3 method="wB97M-V/def2-TZVPD" total_charge=+2 spin_multiplicity=4 homo_energy_ev="-13.607 / -13.883"
Mn -0.46 -0.60 0.10
C 1.24 -0.35 -4.48
C 0.29 -0.11 -3.31
C 0.21 1.37 -2.95
P 0.78 -1.12 -1.86
C 0.94 -2.85 -2.40
C 1.42 -3.78 -1.29
C -0.37 -3.34 -3.02
C 2.33 -0.56 -1.20
C 3.57 -1.01 -1.65
C 4.73 -0.61 -1.01
C 4.62 0.22 0.10
C 3.40 0.68 0.56
C 2.23 0.31 -0.11
N 0.92 0.69 0.35
C 0.71 1.92 1.04
C 1.55 3.03 0.89
C 1.35 4.14 1.68
C 0.32 4.21 2.61
C -0.57 3.16 2.70
C -0.39 2.04 1.89
P -1.61 0.82 1.58
C -2.62 0.40 3.03
C -3.68 -0.65 2.69
C -1.72 -0.05 4.18
C -2.65 1.50 0.20
C -3.78 2.40 0.71
C -3.15 0.40 -0.74
H 0.96 0.30 -5.31
H 1.22 -1.38 -4.85
H 2.27 -0.10 -4.20
H -0.71 -0.46 -3.58
H 1.20 1.78 -2.74
H -0.42 1.58 -2.09
H -0.20 1.93 -3.80
H 1.70 -2.82 -3.19
H 0.60 -4.01 -0.60
H 2.27 -3.38 -0.73
H 1.74 -4.73 -1.72
H -1.20 -3.28 -2.30
H -0.28 -4.39 -3.30
H -0.66 -2.78 -3.91
H 3.63 -1.69 -2.49
H 5.69 -0.95 -1.36
H 5.52 0.52 0.63
H 3.36 1.29 1.44
H 2.35 3.01 0.17
H 2.02 4.99 1.56
H 0.19 5.09 3.23
H -1.43 3.23 3.36
H -3.12 1.34 3.30
H -3.23 -1.55 2.26
H -4.44 -0.28 2.00
H -4.19 -0.95 3.60
H -1.30 -1.04 3.97
H -2.31 -0.15 5.09
H -0.90 0.64 4.38
H -1.93 2.13 -0.34
H -4.53 1.83 1.25
H -4.27 2.87 -0.14
H -3.41 3.19 1.35
H -3.90 -0.24 -0.27
H -2.37 -0.27 -1.13
H -3.59 0.84 -1.64
C 1.06 -2.44 2.25
C 0.07 -1.98 1.27
O -0.97 -2.41 0.85
H 0.84 -3.44 2.59
H 1.05 -1.72 3.07
H 2.06 -2.37 1.79

=====

[2]
85
Properties=species:S:1:pos:R:3 method="wB97M-V/def2-TZVPD" total_charge=+2 homo_energy_ev=-12.429
Y 0.18 -0.56 0.72
C 2.36 2.13 1.60
P 2.84 0.40 1.21
C 2.10 -0.60 2.59
C 1.09 -0.14 3.45
C 0.53 -1.00 4.39
C 0.97 -2.31 4.50
C 1.98 -2.77 3.65
C 2.52 -1.93 2.69
C 4.61 0.31 1.54
C 5.10 0.42 2.84
C 6.47 0.41 3.07
C 7.35 0.31 1.99
C 6.87 0.21 0.70
C 5.50 0.21 0.47
C 0.91 2.47 1.36
C 0.24 3.61 1.74
C -1.09 3.48 1.28
C -1.18 2.27 0.64
C -2.36 1.61 -0.01
P -2.57 -0.03 0.80
C -3.71 -1.04 -0.18
C -4.94 -1.47 0.31
C -5.73 -2.32 -0.46
C -5.29 -2.73 -1.71
C -4.07 -2.30 -2.20
C -3.28 -1.46 -1.43
C -3.33 0.26 2.42
C -4.27 1.27 2.63
C -4.84 1.43 3.88
C -4.49 0.58 4.92
C -3.56 -0.43 4.72
C -2.98 -0.58 3.47
N 0.05 1.61 0.70
H 3.00 2.73 0.94
H 2.66 2.37 2.62
H 0.76 0.89 3.40
H -0.24 -0.62 5.05
H 0.55 -2.96 5.25
H 2.34 -3.78 3.75
H 3.30 -2.30 2.04
H 4.42 0.50 3.68
H 6.85 0.49 4.07
H 8.41 0.32 2.18
H 7.55 0.13 -0.13
H 5.12 0.12 -0.54
H 0.66 4.44 2.27
H -1.88 4.20 1.40
H -2.19 1.43 -1.08
H -3.26 2.22 0.07
H -5.28 -1.16 1.29
H -6.69 -2.65 -0.08
H -5.91 -3.38 -2.31
H -3.73 -2.62 -3.18
H -2.32 -1.13 -1.83
H -4.56 1.93 1.83
H -5.57 2.21 4.05
H -4.94 0.70 5.90
H -3.29 -1.10 5.53
H -2.25 -1.38 3.30
N 0.17 -2.80 0.45
S -0.14 -3.72 -0.85
C 1.09 -5.00 -0.87
C 2.11 -4.89 -1.81
C 3.12 -5.84 -1.82
C 3.09 -6.88 -0.91
C 2.06 -6.99 0.02
C 1.05 -6.05 0.04
C -1.65 -4.64 -0.52
C -2.00 -5.64 -1.41
C -3.20 -6.31 -1.23
C -4.03 -5.97 -0.17
C -3.68 -4.96 0.70
C -2.48 -4.28 0.53
H 0.36 -3.39 1.26
H 2.11 -4.07 -2.52
H 3.92 -5.76 -2.54
H 3.88 -7.63 -0.92
H 2.04 -7.82 0.71
H 0.23 -6.14 0.74
H -1.35 -5.89 -2.24
H -3.48 -7.09 -1.92
H -4.96 -6.50 -0.04
H -4.33 -4.69 1.52
H -2.20 -3.47 1.20

=====

[3]
67
Properties=species:S:1:pos:R:3 method="wB97M-V/def2-TZVPD" total_charge=-1 homo_energy_ev=-4.623
C -3.46 0.50 4.28
C -3.11 -0.24 3.40
C -2.77 -1.17 2.35
P -1.10 -0.93 1.37
C -0.73 -2.80 1.30
C -0.61 -3.46 2.68
C -2.06 -1.02 -0.27
N -2.82 0.20 -0.65
O -1.19 0.84 1.50
C 0.01 1.46 1.48
F -0.22 2.74 0.91
P 0.81 2.08 3.09
C -0.65 2.66 4.03
C 1.40 0.65 4.10
C 0.95 0.66 0.52
C 2.43 0.57 0.96
C 3.30 -0.30 0.02
C 4.32 0.48 -0.82
C 4.27 0.23 -2.34
N 4.45 1.47 -3.11
C 3.57 1.71 -4.17
C 4.05 2.76 -5.15
O 2.51 1.15 -4.34
P 1.08 1.23 -1.27
O -0.45 1.56 -1.70
Br 1.99 3.35 -1.12
O 0.44 -0.63 0.47
H -3.82 1.16 5.03
H -3.60 -1.15 1.63
H -2.77 -2.16 2.81
H -0.39 -0.90 2.62
H 0.22 -2.90 0.76
H -1.47 -3.33 0.69
H -1.35 -4.25 2.82
H 0.37 -3.91 2.84
H -0.76 -2.73 3.48
H -1.34 -1.24 -1.05
H -2.74 -1.88 -0.24
H -2.60 0.40 -1.62
H -3.81 -0.04 -0.66
H -0.27 3.23 4.88
H -1.25 1.83 4.40
H -1.24 3.29 3.38
H 2.47 0.78 4.27
H 0.91 0.64 5.08
H 1.24 -0.32 3.64
H 2.44 0.11 1.94
H 2.84 1.58 1.02
H 3.84 -1.01 0.66
H 2.66 -0.92 -0.61
H 5.33 0.23 -0.47
H 4.21 1.55 -0.62
H 3.36 -0.27 -2.63
H 5.11 -0.43 -2.59
H 4.51 2.27 -2.49
H 4.02 2.35 -6.16
H 3.36 3.61 -5.10
H 5.04 3.11 -4.90
H -0.45 1.78 -2.64
Br -5.57 -2.30 -1.39
C -4.80 -1.45 -2.95
C -5.34 -2.02 -4.23
Br -4.59 -3.78 -4.63
H -3.72 -1.56 -2.85
H -5.06 -0.39 -2.88
H -5.06 -1.39 -5.07
H -6.41 -2.15 -4.21

=====

[4]
10
Properties=species:S:1:pos:R:3 method="wB97M-V/def2-TZVPD" spin_multiplicity=3 homo_energy_ev="-6.892 / -10.630"
C -2.76 -1.45 -1.68
C -1.28 -0.43 -0.44
C -0.01 0.09 0.07
N -3.51 -0.66 -0.37
O -3.36 -2.11 -2.44
O -1.45 -1.24 -1.50
O -2.45 -0.20 0.21
H -0.01 -0.38 1.07
H 0.00 1.22 0.03
H 0.62 -0.36 -0.78

=====

[5]
19
Properties=species:S:1:pos:R:3 method="wB97M-V/def2-TZVPD" total_charge=+1 spin_multiplicity=8 homo_energy_ev="-12.860 / -12.830"
C -0.21 -1.49 -2.11
C -0.91 -0.51 -1.28
O -2.13 -1.03 -0.83
C -2.27 -2.36 -1.04
O -1.46 -2.81 -1.96
O -2.92 -3.04 -0.27
O 1.06 -1.68 -1.97
F -0.50 -1.37 -3.47
H -0.97 0.45 -1.80
O 2.44 0.51 0.78
C 1.59 1.21 1.38
C 0.23 1.48 1.19
O -0.21 1.98 2.44
C 0.85 2.31 3.17
O 0.88 3.09 4.07
O 1.96 1.78 2.57
Gd 3.06 -0.89 -1.09
H -0.37 0.28 -0.17
H -0.12 2.11 0.37

=====

[6]
70
Properties=species:S:1:pos:R:3 method="wB97M-V/def2-TZVPD" smiles="O=C(Br)C[C@@H]1NC(=O)C[C@]1(C(F)(F)C(F)(F)F)S(=O)(=O)C(F)(F)F.CCCCCC.CCCCCC" homo_energy_ev=-10.684
O 0.47 -0.75 1.36
C 0.49 -0.80 0.18
Br 1.07 0.75 -0.85
C 0.16 -2.01 -0.67
C -1.36 -2.32 -0.61
N -2.08 -1.13 -0.14
C -2.58 -1.32 1.15
O -3.30 -0.55 1.73
C -2.08 -2.65 1.68
C -1.87 -3.44 0.38
C -3.23 -4.00 -0.20
F -2.97 -4.94 -1.12
F -3.88 -3.01 -0.86
C -4.34 -4.54 0.80
F -5.10 -5.42 0.18
F -3.86 -5.09 1.91
F -5.10 -3.51 1.18
S -0.75 -4.92 0.44
O 0.11 -4.88 -0.71
O -1.49 -6.07 0.82
C 0.38 -4.64 1.91
F 1.32 -5.56 1.82
F 0.96 -3.43 1.92
F -0.30 -4.79 3.04
H 0.45 -1.84 -1.71
H 0.80 -2.81 -0.29
H -1.67 -2.55 -1.63
H -2.80 -0.77 -0.75
H -2.78 -3.07 2.40
H -1.13 -2.46 2.19
C -4.47 2.12 -0.61
C -3.18 2.57 0.07
C -3.35 2.83 1.56
C -4.33 3.94 1.93
C -4.01 5.31 1.33
C -2.66 5.87 1.75
H -5.25 2.87 -0.55
H -4.30 1.91 -1.67
H -4.85 1.21 -0.14
H -2.80 3.47 -0.43
H -2.42 1.81 -0.06
H -2.36 3.06 1.99
H -3.67 1.90 2.04
H -4.35 4.04 3.02
H -5.34 3.65 1.64
H -4.80 6.01 1.62
H -4.05 5.25 0.23
H -2.60 5.96 2.84
H -2.48 6.85 1.32
H -1.84 5.22 1.43
C 7.77 2.32 -2.42
C 7.42 0.83 -2.40
C 6.01 0.52 -2.89
C 4.89 1.17 -2.07
C 4.90 0.82 -0.59
C 4.73 -0.67 -0.31
H 7.11 2.89 -1.77
H 8.79 2.49 -2.09
H 7.67 2.72 -3.43
H 7.56 0.44 -1.39
H 8.14 0.29 -3.02
H 5.87 -0.56 -2.91
H 5.92 0.86 -3.93
H 3.93 0.86 -2.50
H 4.93 2.26 -2.18
H 4.09 1.37 -0.10
H 5.82 1.18 -0.12
H 3.80 -1.04 -0.74
H 4.70 -0.87 0.76
H 5.55 -1.26 -0.74

=====

[7]
17
Properties=species:S:1:pos:R:3 method="wB97M-V/def2-TZVPD" smiles="CC1=C(O)CC=C1.[H][H]" homo_energy_ev=-7.825
C 2.12 0.24 0.43
C 0.65 0.01 0.36
C -0.05 -1.24 0.64
C -1.38 -1.10 0.45
C -1.67 0.37 0.23
C -0.29 0.91 -0.02
O -0.13 2.19 -0.43
H 2.34 1.23 0.86
H 2.61 0.19 -0.56
H 2.61 -0.50 1.07
H 0.46 -2.16 0.92
H -2.14 -1.87 0.51
H -1.00 -0.88 -1.59
H -2.43 0.64 -0.50
H -1.98 0.77 1.21
H -0.65 -0.25 -1.81
H 0.82 2.35 -0.54

=====

[8]
9
Properties=species:S:1:pos:R:3 method="wB97M-V/def2-TZVPD" smiles=O[Si]([SiH3])(Cl)Cl homo_energy_ev=-10.128
O -1.73 0.49 -0.96
Si 1.45 0.37 0.16
Si -1.04 -0.37 0.28
Cl -2.36 0.05 1.83
Cl -1.13 -2.37 -0.01
H -1.33 0.22 -1.81
H 2.23 0.89 -0.98
H 1.53 1.64 0.89
H 2.37 -0.90 0.60

=====

What did the fifth record say?
19
Properties=species:S:1:pos:R:3 method="wB97M-V/def2-TZVPD" total_charge=+1 spin_multiplicity=8 homo_energy_ev="-12.860 / -12.830"
C -0.21 -1.49 -2.11
C -0.91 -0.51 -1.28
O -2.13 -1.03 -0.83
C -2.27 -2.36 -1.04
O -1.46 -2.81 -1.96
O -2.92 -3.04 -0.27
O 1.06 -1.68 -1.97
F -0.50 -1.37 -3.47
H -0.97 0.45 -1.80
O 2.44 0.51 0.78
C 1.59 1.21 1.38
C 0.23 1.48 1.19
O -0.21 1.98 2.44
C 0.85 2.31 3.17
O 0.88 3.09 4.07
O 1.96 1.78 2.57
Gd 3.06 -0.89 -1.09
H -0.37 0.28 -0.17
H -0.12 2.11 0.37